The molecule C5H7ClN2 at a distorted geometry, computed with ωB97M-V/def2-TZVPD.

```
15
Properties=species:S:1:pos:R:3:forces:R:3:mulliken_charge:R:1
H -0.981058 2.892921 -0.914054 0.4 -1.6 1.9 0.245
N -1.169162 2.075933 -0.234748 -0.7 1.9 -1.7 -0.558
C -0.294374 1.289162 0.177869 -0.1 -0.8 -1.3 0.201
N 1.140313 1.319357 0.129639 3.0 -3.1 -3.9 -0.331
C 1.564021 -0.176994 0.048599 -3.1 0.7 2.9 0.406
C 2.617542 -0.765589 -0.489465 1.6 -0.5 -4.6 -0.805
C 0.398010 -0.886332 0.913344 5.5 3.0 3.6 -1.040
C -0.828882 -0.116533 0.711488 1.5 1.1 0.7 0.300
Cl -1.595616 -1.156642 -0.481135 -1.7 0.7 -0.8 -0.201
H 1.770412 1.703722 -0.769646 -3.0 -0.3 3.0 0.359
H 3.064545 -0.222934 -1.530031 -0.6 -1.1 3.4 0.157
H 2.906617 -1.925303 -0.532259 -1.2 2.8 0.6 0.269
H 0.742844 -0.738849 2.062800 -0.6 -0.4 -2.4 0.208
H 0.394264 -1.892259 0.728453 -0.3 -2.4 -0.4 0.482
H -1.308122 0.016309 1.698779 -0.7 -0.1 -1.1 0.308
```
Positions in Å, forces in eV/Å.

Values from the calculation:
* lowest unoccupied orbital energy: 0.8015 eV
* highest occupied orbital energy: -9.231 eV
* strongest force on any atom: 0.141 hartree/bohr
* net charge: 0
* E: -764.2969 hartree
* energy above the lowest of the compared OMol25 structures with the same formula, charge and spin: 3.6899 eV
* Kohn-Sham gap: 10.032 eV



The ion C5H7ClNO2 with charge -1 at a distorted geometry, computed with ωB97M-V/def2-TZVPD.

```
16
Properties=species:S:1:pos:R:3:forces:R:3:mulliken_charge:R:1
C 1.860206 1.398971 0.548107 -0.9 0.4 0.4 -0.887
C 0.371237 1.165961 0.359151 0.4 -3.3 0.9 -0.427
C -0.199818 -0.061727 0.395618 0.4 -1.2 -1.2 0.355
Cl 0.959268 -1.458351 0.612347 0.1 -0.1 0.2 -0.352
N -1.461368 -0.597273 0.142407 -1.1 1.9 0.9 0.052
C -1.686911 -1.799918 -0.620345 0.3 -0.3 -2.2 -0.975
C -2.665355 0.347777 0.496607 0.9 -0.7 0.0 0.513
O -3.730668 -0.035783 0.029110 -0.3 -0.1 -0.2 -0.707
O -2.327510 1.298120 1.200903 -0.2 0.2 0.0 -0.704
H 2.069851 2.071502 1.421611 -0.1 -0.7 -0.5 0.215
H 2.415809 0.415351 0.649227 -0.5 1.6 -0.4 0.289
H 2.040396 2.015764 -0.341942 1.1 -0.4 0.1 0.240
H -0.328855 1.912549 0.192189 -0.8 1.7 -0.2 0.457
H -1.566722 -2.744236 -0.133789 0.5 -0.5 1.1 0.315
H -2.651179 -1.986836 -1.155766 0.2 1.4 1.0 0.288
H -0.991030 -1.835483 -1.476243 0.2 0.0 0.2 0.329
```
Positions in Å, forces in eV/Å.

Values from the calculation:
* lowest unoccupied orbital energy: 3.4186 eV
* highest occupied orbital energy: -3.927 eV
* strongest force on any atom: 0.067 hartree/bohr
* net charge: -1
* E: -860.1848 hartree
* energy above the lowest of the compared OMol25 structures with the same formula, charge and spin: 0.0000 eV
* Kohn-Sham gap: 7.345 eV



The molecule C5H7ClOS at a distorted geometry, computed with ωB97M-V/def2-TZVPD.

```
15
Properties=species:S:1:pos:R:3:forces:R:3:mulliken_charge:R:1
C 0.920818 1.793871 0.797147 -1.9 -0.4 0.8 -0.956
C 0.761679 0.718985 0.025589 -0.4 1.4 3.0 0.522
C 1.766078 0.406096 -0.965473 0.6 -2.1 -5.3 -0.388
Cl 2.226759 -1.302848 -0.560615 0.7 -0.1 -0.3 -0.208
O -0.113360 -0.305524 0.480982 2.6 1.4 -0.3 -0.308
C -1.215885 -0.516252 -0.183292 -0.7 -0.7 0.2 0.626
C -1.911535 -1.526894 0.594113 -3.9 -3.4 -1.3 -1.030
S -1.832176 0.360887 -1.350533 -0.3 0.9 -1.6 -0.307
H 0.368926 2.083796 1.740171 0.5 -0.7 -1.4 0.266
H 1.535794 2.505934 0.342853 1.2 1.2 0.0 0.300
H 2.741060 0.963612 -1.173998 -1.7 -0.2 1.3 0.383
H 1.344664 0.275189 -2.096236 0.6 0.4 2.7 0.229
H -1.972495 -1.045067 1.530785 -0.1 -0.4 1.6 0.292
H -2.988364 -1.797421 0.249679 1.5 1.5 0.3 0.300
H -1.631968 -2.614361 0.568826 1.2 1.3 0.5 0.278
```
Positions in Å, forces in eV/Å.

Values from the calculation:
* lowest unoccupied orbital energy: 0.5300 eV
* highest occupied orbital energy: -8.825 eV
* strongest force on any atom: 0.112 hartree/bohr
* net charge: 0
* E: -1128.2433 hartree
* energy above the lowest of the compared OMol25 structures with the same formula, charge and spin: 2.3106 eV
* Kohn-Sham gap: 9.355 eV



A structure of composition C5H7F3NO at a distorted geometry, computed with ωB97M-V/def2-TZVPD.

```
17
Properties=species:S:1:pos:R:3:forces:R:3:mulliken_charge:R:1
C -0.451264 -1.486329 0.814187 -2.6 -0.7 -0.2 -0.255
C 1.120468 -0.925693 -0.733735 -1.0 1.7 1.0 0.107
C 1.545442 1.356100 0.054784 2.4 -0.7 0.9 -1.426
C 0.567388 0.433686 -0.547866 -2.3 -2.8 2.9 0.255
C -1.977966 0.341944 0.077916 1.2 -0.3 -1.4 0.839
N -0.753613 -0.136525 0.633598 3.5 3.3 -2.1 -0.300
O 0.629638 -1.844273 -0.062140 1.7 -1.0 -2.5 -0.202
F -2.975566 -0.001397 0.791509 -1.7 -0.2 1.9 -0.212
F -1.899802 1.678542 -0.071892 0.0 -1.0 0.0 -0.229
F -2.237989 -0.225976 -1.140143 0.5 0.5 -0.4 -0.277
H -1.381552 -2.058938 0.506875 1.4 -0.2 0.7 0.312
H 0.065249 -1.829530 1.707081 -0.9 0.4 0.8 0.311
H 1.995445 -0.970705 -1.344039 0.6 -1.2 -0.4 0.430
H 2.348036 1.093996 0.782567 -0.8 -1.6 -0.3 0.385
H 2.200062 1.745284 -0.680314 0.1 1.1 -1.2 0.426
H 1.117656 2.065772 0.664629 -1.6 2.2 0.5 0.412
H 0.088365 0.764041 -1.453012 -0.5 0.5 -0.2 0.422
```
Positions in Å, forces in eV/Å.

Values from the calculation:
* lowest unoccupied orbital energy: -6.0462 eV
* highest occupied orbital energy: -15.342 eV
* strongest force on any atom: 0.102 hartree/bohr
* net charge: +1
* E: -623.9451 hartree
* energy above the lowest of the compared OMol25 structures with the same formula, charge and spin: 0.2104 eV
* Kohn-Sham gap: 9.295 eV



The molecule C5H7FN2 at a distorted geometry, computed with ωB97M-V/def2-TZVPD.

```
15
Properties=species:S:1:pos:R:3:forces:R:3:mulliken_charge:R:1
N -1.879022 0.901816 -0.344012 -0.5 0.9 0.2 -0.571
N -1.125865 -0.279199 -0.258356 2.5 -0.7 -3.7 0.032
C -0.602274 -0.572579 1.103786 0.8 2.1 -2.0 -0.715
C 0.777470 -0.035093 1.373269 2.4 -0.8 -2.7 -0.229
C 1.677117 0.139907 0.325770 -2.1 -0.7 3.2 -0.283
C 1.334456 -0.252699 -1.041086 0.6 0.4 -0.7 -0.394
C 0.069652 -0.446956 -1.414895 -2.1 1.1 4.9 0.245
F -0.395483 -0.784292 -2.573306 -0.3 -0.2 -0.9 -0.252
H -2.549271 1.069071 -1.098701 0.3 -1.6 0.1 0.243
H -1.387560 1.772851 -0.352890 1.2 0.4 0.4 0.201
H -0.771509 -1.594179 1.258650 0.2 -1.6 0.6 0.310
H -1.220200 0.034981 1.673984 -1.7 0.6 1.6 0.406
H 1.258677 -0.005586 2.352137 -0.8 0.3 0.1 0.324
H 2.650540 0.406801 0.747256 0.1 0.0 -1.3 0.334
H 2.163274 -0.354845 -1.751607 -0.5 -0.1 0.1 0.349
```
Positions in Å, forces in eV/Å.

Values from the calculation:
* lowest unoccupied orbital energy: 0.9868 eV
* highest occupied orbital energy: -8.376 eV
* strongest force on any atom: 0.106 hartree/bohr
* net charge: 0
* E: -403.9688 hartree
* energy above the lowest of the compared OMol25 structures with the same formula, charge and spin: 3.7581 eV
* Kohn-Sham gap: 9.363 eV



The molecule C5H7FN2 at a distorted geometry, computed with ωB97M-V/def2-TZVPD.

```
15
Properties=species:S:1:pos:R:3:forces:R:3:mulliken_charge:R:1
F -1.147115 1.423714 -2.752865 0.2 0.5 1.1 -0.245
C -0.557219 1.863751 -1.593516 0.2 0.9 2.1 -0.085
C 0.109832 1.030108 -0.713083 -1.0 7.3 -1.4 -0.594
C 0.087843 -0.352849 -0.416791 -1.8 -1.0 3.1 0.338
C -0.825486 -0.375811 0.978988 -1.9 -5.3 -3.5 -0.587
N -0.180474 -1.565618 1.676845 -2.8 2.0 0.9 -0.435
C 1.017664 -1.538974 1.339834 -0.1 -2.4 -1.0 0.021
N 1.323416 -0.610206 0.327038 0.2 -0.3 0.6 -0.442
H -0.822250 3.064970 -1.230202 1.1 -3.7 -1.8 0.214
H 0.621611 1.799190 0.080653 -1.3 -2.5 -1.6 0.188
H -0.142039 -1.174390 -1.227710 0.1 1.8 1.6 0.355
H -0.784530 0.462605 1.532965 0.9 3.1 1.7 0.346
H -1.960617 -0.496960 0.785774 1.9 -0.3 0.2 0.310
H 1.511780 -2.505266 1.628687 0.9 1.6 -0.3 0.329
H 1.747584 -1.024262 -0.416619 3.5 -1.6 -1.7 0.287
```
Positions in Å, forces in eV/Å.

Values from the calculation:
* lowest unoccupied orbital energy: 0.9206 eV
* highest occupied orbital energy: -8.859 eV
* strongest force on any atom: 0.146 hartree/bohr
* net charge: 0
* E: -403.9425 hartree
* energy above the lowest of the compared OMol25 structures with the same formula, charge and spin: 4.4731 eV
* Kohn-Sham gap: 9.780 eV



The ion C5H7FNO5 with charge -1 at a distorted geometry, computed with ωB97M-V/def2-TZVPD.

```
19
Properties=species:S:1:pos:R:3:forces:R:3:mulliken_charge:R:1
C 1.745899 -0.273406 -1.453466 0.7 2.3 -2.1 -1.405
C 0.350194 0.002537 -0.971868 -0.7 3.1 0.4 0.172
O 0.154539 1.376913 -1.422743 2.2 -0.9 -0.7 -0.561
C 0.080270 -0.234528 0.516515 2.6 -0.9 0.9 -0.154
C -1.303403 0.065296 1.047043 -0.5 0.0 0.2 -0.112
F -1.775204 1.340253 0.808389 0.4 1.2 -0.9 -0.342
C -2.370217 -0.963429 0.364936 0.9 1.0 1.9 0.473
O -1.873394 -2.073986 0.252383 0.4 -1.8 -0.6 -0.691
O -3.475535 -0.491581 0.172117 -0.8 0.3 -0.5 -0.692
N 1.140351 0.480745 1.381042 -0.7 0.8 1.4 0.905
O 1.662027 -0.103850 2.340964 -0.4 -0.2 -1.3 -0.654
O 1.266723 1.670121 1.210174 0.4 0.3 -0.3 -0.535
H 2.557685 0.449789 -1.023141 -1.9 -0.9 -0.8 0.270
H 1.786339 -0.230457 -2.646005 0.0 -0.3 2.8 0.293
H 1.989646 -1.181515 -1.047397 1.0 -2.8 0.3 0.458
H -0.499605 -0.489564 -1.381274 0.0 -1.5 -1.0 0.544
H -0.610489 1.792364 -1.117211 -2.1 0.6 1.2 0.346
H 0.397607 -1.273484 0.832393 -1.2 0.8 -0.9 0.367
H -1.223434 0.137781 2.137149 -0.2 -1.2 0.1 0.321
```
Positions in Å, forces in eV/Å.

Values from the calculation:
* lowest unoccupied orbital energy: 3.4800 eV
* highest occupied orbital energy: -5.044 eV
* strongest force on any atom: 0.062 hartree/bohr
* net charge: -1
* E: -725.5000 hartree
* energy above the lowest of the compared OMol25 structures with the same formula, charge and spin: 0.0000 eV
* Kohn-Sham gap: 8.524 eV



The molecule C5H7FO at a distorted geometry, computed with ωB97M-V/def2-TZVPD.

```
14
Properties=species:S:1:pos:R:3:forces:R:3:mulliken_charge:R:1
O -0.963989 -1.439270 -0.760957 -2.3 2.4 -1.0 -0.570
C -0.054781 -1.096949 0.255902 -0.3 1.9 -1.1 -0.095
C -0.673151 0.106262 1.020915 1.4 -1.0 -1.0 -1.027
C -0.486645 1.270373 0.106008 -1.0 1.4 -0.4 -0.605
C 0.570348 1.179096 -0.647488 3.2 -1.4 -1.1 -0.128
C 1.107273 -0.350517 -0.402493 -1.2 2.4 2.3 -0.064
F 2.215324 -0.548822 0.349950 1.7 0.8 2.1 -0.325
H -1.472367 -0.542935 -0.929204 1.3 -2.9 -0.1 0.380
H 0.070622 -2.031356 0.814110 0.8 0.6 0.1 0.444
H -0.040420 0.258480 1.869298 -0.6 0.1 1.3 0.406
H -1.651763 -0.229258 1.032665 -2.3 0.0 1.7 0.441
H -1.153552 2.115458 -0.043389 -0.2 -0.1 0.8 0.368
H 1.063634 1.946183 -1.406773 -1.3 -1.9 1.8 0.299
H 1.469466 -0.636748 -1.258538 0.8 -2.3 -5.4 0.476
```
Positions in Å, forces in eV/Å.

Values from the calculation:
* lowest unoccupied orbital energy: 0.8787 eV
* highest occupied orbital energy: -9.963 eV
* strongest force on any atom: 0.114 hartree/bohr
* net charge: 0
* E: -369.7242 hartree
* energy above the lowest of the compared OMol25 structures with the same formula, charge and spin: 2.0366 eV
* Kohn-Sham gap: 10.842 eV



> lowest unoccupied orbital energy of number 1 (C5H7ClN2)?

0.8015 eV



What did the first record say?
The molecule C5H7ClN2 at a distorted geometry, computed with ωB97M-V/def2-TZVPD.

```
15
Properties=species:S:1:pos:R:3:forces:R:3:mulliken_charge:R:1
H -0.981058 2.892921 -0.914054 0.4 -1.6 1.9 0.245
N -1.169162 2.075933 -0.234748 -0.7 1.9 -1.7 -0.558
C -0.294374 1.289162 0.177869 -0.1 -0.8 -1.3 0.201
N 1.140313 1.319357 0.129639 3.0 -3.1 -3.9 -0.331
C 1.564021 -0.176994 0.048599 -3.1 0.7 2.9 0.406
C 2.617542 -0.765589 -0.489465 1.6 -0.5 -4.6 -0.805
C 0.398010 -0.886332 0.913344 5.5 3.0 3.6 -1.040
C -0.828882 -0.116533 0.711488 1.5 1.1 0.7 0.300
Cl -1.595616 -1.156642 -0.481135 -1.7 0.7 -0.8 -0.201
H 1.770412 1.703722 -0.769646 -3.0 -0.3 3.0 0.359
H 3.064545 -0.222934 -1.530031 -0.6 -1.1 3.4 0.157
H 2.906617 -1.925303 -0.532259 -1.2 2.8 0.6 0.269
H 0.742844 -0.738849 2.062800 -0.6 -0.4 -2.4 0.208
H 0.394264 -1.892259 0.728453 -0.3 -2.4 -0.4 0.482
H -1.308122 0.016309 1.698779 -0.7 -0.1 -1.1 0.308
```
Positions in Å, forces in eV/Å.

Values from the calculation:
* lowest unoccupied orbital energy: 0.8015 eV
* highest occupied orbital energy: -9.231 eV
* strongest force on any atom: 0.141 hartree/bohr
* net charge: 0
* E: -764.2969 hartree
* energy above the lowest of the compared OMol25 structures with the same formula, charge and spin: 3.6899 eV
* Kohn-Sham gap: 10.032 eV



> The lowest strongest force on any atom belongs to which entry?

C5H7FNO5



Copy entry 5 word for word.
The molecule C5H7FN2 at a distorted geometry, computed with ωB97M-V/def2-TZVPD.

```
15
Properties=species:S:1:pos:R:3:forces:R:3:mulliken_charge:R:1
N -1.879022 0.901816 -0.344012 -0.5 0.9 0.2 -0.571
N -1.125865 -0.279199 -0.258356 2.5 -0.7 -3.7 0.032
C -0.602274 -0.572579 1.103786 0.8 2.1 -2.0 -0.715
C 0.777470 -0.035093 1.373269 2.4 -0.8 -2.7 -0.229
C 1.677117 0.139907 0.325770 -2.1 -0.7 3.2 -0.283
C 1.334456 -0.252699 -1.041086 0.6 0.4 -0.7 -0.394
C 0.069652 -0.446956 -1.414895 -2.1 1.1 4.9 0.245
F -0.395483 -0.784292 -2.573306 -0.3 -0.2 -0.9 -0.252
H -2.549271 1.069071 -1.098701 0.3 -1.6 0.1 0.243
H -1.387560 1.772851 -0.352890 1.2 0.4 0.4 0.201
H -0.771509 -1.594179 1.258650 0.2 -1.6 0.6 0.310
H -1.220200 0.034981 1.673984 -1.7 0.6 1.6 0.406
H 1.258677 -0.005586 2.352137 -0.8 0.3 0.1 0.324
H 2.650540 0.406801 0.747256 0.1 0.0 -1.3 0.334
H 2.163274 -0.354845 -1.751607 -0.5 -0.1 0.1 0.349
```
Positions in Å, forces in eV/Å.

Values from the calculation:
* lowest unoccupied orbital energy: 0.9868 eV
* highest occupied orbital energy: -8.376 eV
* strongest force on any atom: 0.106 hartree/bohr
* net charge: 0
* E: -403.9688 hartree
* energy above the lowest of the compared OMol25 structures with the same formula, charge and spin: 3.7581 eV
* Kohn-Sham gap: 9.363 eV